1.
{"formula": "C47H40N7O6S2SbSc", "method": "ωB97M-V/def2-TZVPD", "homo_lumo_gap_ev": 7.48, "de_lowest_ev": 0.0000, "multiplicity": 1, "molar_mass_g_mol": 1029.73, "charge": -1, "elements": ["Sc", "C", "C", "C", "C", "N", "C", "N", "C", "N", "C", "N", "C", "C", "C", "C", "C", "N", "C", "C", "C", "C", "C", "C", "H", "H", "H", "H", "H", "H", "H", "H", "H", "H", "H", "H", "C", "C", "C", "C", "C", "C", "C", "S", "O", "O", "N", "C", "C", "O", "O", "H", "H", "H", "H", "H", "H", "H", "H", "H", "N", "C", "C", "O", "O", "H", "H", "H", "H", "S", "Sb", "C", "C", "C", "C", "C", "C", "C", "C", "C", "C", "C", "C", "C", "C", "C", "C", "C", "C", "H", "H", "H", "H", "H", "H", "H", "H", "H", "H", "H", "H", "H", "H", "H"], "coordinates": [[-0.33078, -0.17876, 0.43196], [-3.76304, -4.49747, 0.91916], [-3.03541, -4.30710, 2.09624], [-2.89257, -3.03786, 2.60044], [-3.46852, -1.95886, 1.90514], [-4.13352, -2.13047, 0.75946], [-4.27692, -3.37927, 0.29833], [-3.45703, -0.70605, 2.49842], [-3.19109, 0.40605, 1.91363], [-2.54430, 0.70535, 0.72515], [-2.72151, 2.05805, 0.50339], [-2.56917, 2.78307, -0.54463], [-2.36714, 2.31058, -1.83222], [-1.74814, 3.20041, -2.72889], [-1.59696, 2.84024, -4.04661], [-2.07941, 1.60277, -4.46470], [-2.69004, 0.80145, -3.51867], [-2.83739, 1.12534, -2.23412], [-3.26374, 2.69817, 1.73122], [-3.49844, 4.02201, 2.05606], [-4.05940, 4.27879, 3.30057], [-4.40242, 3.23846, 4.16705], [-4.18046, 1.91346, 3.81584], [-3.58461, 1.67432, 2.59077], [-3.90905, -5.47959, 0.48974], [-2.57355, -5.14466, 2.60456], [-2.30829, -2.84221, 3.48806], [-4.82825, -3.47161, -0.63334], [-1.39453, 4.14735, -2.34645], [-1.10273, 3.50810, -4.74164], [-1.98879, 1.26785, -5.48995], [-3.09470, -0.16679, -3.80706], [-3.24627, 4.81376, 1.36281], [-4.24253, 5.30219, 3.60632], [-4.85069, 3.47433, 5.12543], [-4.44972, 1.08913, 4.46385], [-1.62024, 2.23944, 7.57729], [-0.89212, 1.99595, 6.28474], [0.20783, 2.77157, 5.92859], [0.85380, 2.58391, 4.71739], [0.39376, 1.61229, 3.84010], [-0.70046, 0.82852, 4.17748], [-1.32649, 1.01778, 5.39798], [1.16592, 1.45796, 2.24450], [0.10014, 1.78606, 1.24688], [2.25364, 2.40777, 2.24468], [1.51072, -0.01120, 1.88323], [1.53789, -1.09432, 2.84166], [0.26064, -1.94488, 2.76891], [0.11783, -2.90915, 3.49513], [-0.62817, -1.51386, 1.91641], [-0.92833, 2.47240, 8.38787], [-2.20829, 1.36879, 7.86730], [-2.30736, 3.08350, 7.47642], [0.56240, 3.54091, 6.60608], [1.70609, 3.18806, 4.43769], [-1.09255, 0.08364, 3.49719], [-2.18274, 0.40045, 5.64331], [1.64382, -0.75908, 3.87779], [2.38224, -1.75647, 2.63818], [-1.64873, -1.42442, -0.97865], [-1.10148, -2.76551, -1.17620], [0.39435, -2.82498, -0.87639], [1.00734, -3.86470, -1.03596], [0.92553, -1.69115, -0.50686], [-2.57265, -1.44941, -0.55928], [-1.74105, -0.87186, -1.82448], [-1.23955, -3.14596, -2.19173], [-1.60866, -3.45959, -0.50536], [0.65636, 1.12241, -1.79529], [2.23824, -0.32287, -2.51551], [1.69857, -2.02208, -3.60007], [2.36094, -3.23595, -3.48006], [2.00498, -4.29730, -4.29619], [0.98470, -4.15696, -5.22617], [0.30502, -2.95234, -5.33638], [0.66398, -1.88433, -4.52398], [3.24013, 0.77539, -4.04127], [3.01771, 0.57263, -5.39836], [3.61936, 1.39637, -6.34257], [4.44842, 2.42984, -5.93457], [4.67916, 2.63628, -4.58067], [4.07581, 1.81548, -3.63981], [3.89031, -0.59348, -1.26936], [3.97955, 0.21130, -0.14556], [5.09821, 0.14178, 0.67519], [6.13223, -0.72464, 0.35836], [6.05888, -1.51242, -0.78707], [4.94189, -1.44270, -1.60532], [3.10832, -3.38507, -2.71010], [2.50811, -5.24866, -4.18279], [0.70544, -4.99492, -5.85287], [-0.50776, -2.84532, -6.04420], [0.12125, -0.94577, -4.59802], [2.38451, -0.24008, -5.73641], [3.43662, 1.22633, -7.39663], [4.91589, 3.07487, -6.66843], [5.32746, 3.44076, -4.25604], [4.25893, 1.99377, -2.58507], [3.18459, 0.89599, 0.10347], [5.13287, 0.76676, 1.56025], [7.00496, -0.78366, 0.99764], [6.87106, -2.18096, -1.04398], [4.90935, -2.04344, -2.50945]], "atomic_forces_ev_per_a": [[0.20, -0.16, -0.27], [-0.02, 0.02, -0.01], [0.01, 0.05, 0.04], [-0.15, -0.03, -0.01], [0.04, -0.08, 0.04], [0.04, 0.04, 0.04], [0.01, 0.00, -0.01], [-0.10, 0.10, -0.27], [0.09, 0.00, 0.29], [0.09, -0.22, 0.06], [-0.16, -0.04, 0.03], [0.13, -0.05, -0.15], [0.00, 0.07, 0.07], [-0.02, -0.02, -0.05], [0.01, 0.01, 0.04], [0.01, -0.04, -0.01], [-0.02, 0.02, -0.03], [0.02, 0.05, -0.02], [0.03, 0.05, 0.01], [-0.02, -0.05, -0.01], [-0.01, 0.05, 0.01], [-0.01, 0.01, 0.02], [0.01, -0.02, -0.07], [0.00, -0.02, 0.08], [0.01, 0.00, 0.01], [0.00, 0.01, 0.00], [-0.07, -0.05, -0.04], [-0.01, 0.00, 0.01], [0.00, 0.00, 0.00], [0.00, -0.01, -0.01], [0.00, 0.02, 0.00], [0.00, 0.00, 0.00], [0.00, -0.01, 0.00], [0.00, -0.01, 0.00], [0.01, 0.00, -0.01], [-0.01, 0.01, 0.01], [-0.02, 0.00, 0.03], [0.02, -0.01, -0.02], [0.02, 0.02, 0.02], [0.07, -0.01, 0.02], [-0.03, -0.02, 0.00], [-0.05, 0.02, -0.01], [-0.02, -0.01, -0.03], [-0.05, 0.31, -0.14], [0.02, 0.24, 0.20], [0.02, -0.19, -0.02], [-0.50, -0.01, -0.03], [0.22, -0.07, 0.04], [-0.13, 0.10, -0.04], [0.14, -0.02, 0.05], [0.14, -0.05, 0.01], [0.00, 0.00, -0.01], [0.01, 0.00, 0.00], [0.01, -0.01, -0.01], [-0.01, -0.01, 0.00], [-0.02, -0.01, -0.02], [0.03, -0.01, 0.00], [0.01, 0.01, 0.02], [0.01, -0.01, 0.00], [-0.01, -0.01, -0.04], [0.09, -0.10, 0.08], [-0.03, -0.06, 0.00], [0.17, 0.26, 0.07], [-0.04, -0.09, 0.03], [-0.09, -0.04, -0.14], [-0.16, 0.07, 0.00], [0.09, -0.08, -0.02], [-0.02, 0.02, -0.02], [0.05, 0.00, 0.03], [-0.06, 0.18, -0.02], [0.10, 0.10, 0.13], [-0.19, -0.15, -0.23], [0.07, -0.03, 0.14], [-0.03, -0.08, -0.07], [0.02, 0.00, 0.00], [0.01, 0.03, 0.05], [-0.07, 0.05, 0.04], [-0.07, 0.11, -0.04], [0.04, -0.08, -0.04], [0.00, -0.02, 0.01], [0.01, 0.01, 0.00], [0.02, 0.01, -0.01], [0.02, 0.01, 0.00], [0.21, -0.11, 0.08], [0.02, 0.03, 0.08], [-0.05, 0.00, -0.01], [0.04, -0.04, -0.03], [-0.03, 0.06, 0.06], [0.00, -0.06, -0.08], [-0.04, 0.03, -0.06], [0.00, 0.00, 0.00], [0.00, 0.00, 0.01], [0.01, 0.01, 0.01], [0.01, 0.00, 0.01], [-0.02, 0.03, 0.03], [0.01, 0.01, 0.00], [0.00, -0.01, 0.00], [-0.01, 0.00, 0.00], [-0.01, -0.01, -0.02], [-0.13, 0.04, 0.07], [0.05, -0.04, -0.04], [-0.01, -0.01, -0.01], [0.00, 0.01, 0.01], [-0.02, 0.04, 0.07]]}

=====

2.
{"formula": "C47H41N6O3S2SbTeW", "method": "ωB97M-V/def2-TZVPD", "homo_lumo_gap_ev": 4.14, "de_lowest_ev": 0.0763, "multiplicity": 1, "molar_mass_g_mol": 1235.22, "charge": 0, "elements": ["W", "C", "C", "C", "C", "C", "C", "C", "C", "C", "C", "H", "H", "H", "H", "H", "H", "H", "H", "H", "H", "H", "H", "H", "H", "H", "N", "C", "C", "C", "N", "C", "N", "Te", "C", "C", "C", "C", "C", "C", "H", "H", "H", "H", "H", "O", "S", "O", "O", "C", "N", "C", "C", "C", "N", "C", "C", "C", "N", "C", "C", "H", "H", "H", "H", "H", "H", "S", "Sb", "C", "C", "C", "C", "C", "C", "C", "C", "C", "C", "C", "C", "C", "C", "C", "C", "C", "C", "H", "H", "H", "H", "H", "H", "H", "H", "H", "H", "H", "H", "H", "H", "H"], "coordinates": [[0.85670, -0.54228, -0.34846], [0.47621, -1.56044, 1.87183], [0.90781, -0.23420, 2.08453], [2.23786, -0.11145, 1.56723], [2.60521, -1.37511, 1.00559], [1.51047, -2.26501, 1.17472], [1.49997, -3.72912, 0.88733], [3.97487, -1.72698, 0.53095], [3.20297, 0.97310, 1.91783], [0.16623, 0.78926, 2.88694], [-0.71987, -2.21108, 2.48070], [0.48490, -4.10173, 0.75543], [1.94534, -4.26595, 1.72836], [2.07596, -3.96500, -0.00538], [4.39828, -0.93246, -0.08347], [3.96926, -2.64786, -0.04752], [4.62570, -1.86924, 1.39696], [4.08903, 0.93384, 1.28978], [3.51111, 0.82005, 2.95669], [2.77357, 1.96672, 1.83820], [0.76181, 1.68890, 3.02005], [-0.05392, 0.39027, 3.87849], [-0.78125, 1.07444, 2.42907], [-1.22177, -2.89974, 1.80326], [-1.44705, -1.49195, 2.84888], [-0.37511, -2.79837, 3.33665], [-0.39520, 1.13308, -0.30303], [-1.23908, 1.91848, -0.49528], [-2.26483, 2.77087, -0.75911], [-3.55124, 2.18927, -0.93321], [-4.57937, 1.70234, -1.11591], [-2.02043, 4.15676, -0.96226], [-1.82352, 5.27871, -1.12897], [2.51023, 1.43408, -1.35534], [1.90824, 3.32970, -0.62119], [2.27648, 4.38563, -1.45316], [1.98705, 5.69352, -1.09510], [1.32050, 5.96295, 0.09131], [0.94840, 4.91587, 0.91795], [1.23936, 3.60565, 0.56345], [2.78298, 4.19346, -2.39283], [2.27021, 6.50211, -1.75612], [1.07150, 6.98055, 0.35894], [0.40512, 5.11336, 1.83344], [0.92075, 2.80368, 1.21007], [-6.63372, -2.69431, 3.36927], [-7.01025, -4.01753, 2.91397], [-8.42354, -4.30461, 2.93084], [-6.13995, -5.08940, 3.37100], [-6.55285, -3.99564, 1.13611], [-7.25440, -4.70543, 0.25160], [-6.80391, -4.71197, -0.99588], [-5.64814, -4.04782, -1.38800], [-5.00061, -3.34219, -0.38900], [-5.45730, -3.30038, 0.85558], [-3.72853, -2.62061, -0.55222], [-2.71371, -3.03752, -1.40318], [-1.47915, -2.43377, -1.32859], [-1.20900, -1.41850, -0.48666], [-2.22770, -0.95836, 0.27135], [-3.47080, -1.52934, 0.27682], [-7.38693, -5.27650, -1.71611], [-5.30076, -4.06701, -2.41293], [-2.85227, -3.86211, -2.08857], [-0.66209, -2.77713, -1.94124], [-2.00831, -0.12540, 0.91966], [-4.24180, -1.17956, 0.95021], [1.75950, -1.78454, -1.80890], [-0.34592, 0.22393, -3.81347], [1.42833, -0.16054, -4.95994], [2.44748, 0.79332, -4.96016], [3.63580, 0.56984, -5.64297], [3.82508, -0.61607, -6.33768], [2.81350, -1.56522, -6.35947], [1.62418, -1.33746, -5.67886], [-1.68039, -1.17058, -4.76329], [-1.45270, -2.54461, -4.67612], [-2.37313, -3.45707, -5.17339], [-3.55314, -3.00601, -5.74958], [-3.79586, -1.64257, -5.83504], [-2.86496, -0.73246, -5.34941], [-0.99952, 2.00953, -4.79259], [-2.11596, 2.65158, -4.25817], [-2.58074, 3.83821, -4.80746], [-1.92479, 4.39926, -5.89402], [-0.81462, 3.76556, -6.43420], [-0.35319, 2.57443, -5.88777], [2.31081, 1.73322, -4.44050], [4.40966, 1.32743, -5.63620], [4.75046, -0.79341, -6.87036], [2.94248, -2.48419, -6.91737], [0.84219, -2.08285, -5.73733], [-0.54152, -2.92355, -4.22222], [-2.16846, -4.51917, -5.11042], [-4.27672, -3.71358, -6.13318], [-4.71254, -1.28100, -6.28298], [-3.07424, 0.32744, -5.43326], [-2.63870, 2.22846, -3.40749], [-3.44782, 4.32574, -4.38035], [-2.27982, 5.32862, -6.32020], [-0.30454, 4.19752, -7.28623], [0.50665, 2.08575, -6.32862]], "atomic_forces_ev_per_a": [[0.00, -0.20, 0.98], [0.04, -0.17, -0.19], [0.14, 0.21, 0.04], [-0.28, 0.14, 0.22], [-0.07, -0.01, 0.04], [-0.12, 0.11, 0.07], [0.00, 0.00, -0.05], [0.01, -0.01, -0.04], [0.00, -0.03, -0.01], [0.03, -0.01, 0.01], [-0.01, -0.02, -0.02], [0.00, 0.00, -0.02], [-0.02, 0.00, 0.01], [0.01, -0.01, 0.00], [0.00, 0.00, 0.00], [0.01, 0.00, -0.01], [0.00, -0.01, 0.00], [-0.01, 0.01, -0.02], [0.00, -0.01, -0.01], [0.01, 0.04, -0.01], [0.00, 0.02, 0.00], [0.00, -0.01, 0.00], [0.00, 0.01, -0.01], [-0.01, 0.00, 0.00], [-0.01, 0.00, -0.02], [-0.01, 0.01, 0.00], [0.07, -0.34, 0.15], [0.04, 0.16, -0.28], [0.14, -0.06, 0.12], [-0.09, 0.11, -0.04], [0.05, -0.05, 0.04], [-0.02, 0.02, -0.01], [0.00, -0.03, 0.00], [-0.03, 0.02, -0.02], [0.02, -0.01, -0.12], [-0.01, -0.03, -0.02], [-0.01, 0.03, 0.04], [0.02, 0.00, -0.04], [-0.03, -0.02, 0.00], [0.02, -0.01, 0.04], [-0.01, 0.00, 0.01], [-0.01, 0.00, 0.00], [0.00, 0.00, -0.01], [0.01, 0.00, 0.00], [-0.04, -0.04, 0.04], [0.01, 0.02, 0.00], [0.03, -0.04, -0.19], [0.01, -0.01, 0.00], [0.00, 0.00, 0.01], [-0.16, 0.02, 0.37], [0.05, 0.01, -0.15], [-0.02, 0.01, 0.10], [0.07, 0.02, -0.11], [-0.34, -0.21, 0.07], [0.15, 0.06, -0.09], [0.19, 0.13, -0.01], [0.02, 0.00, 0.02], [0.07, -0.08, 0.01], [0.30, 0.27, -0.18], [0.01, 0.01, 0.00], [-0.07, -0.03, 0.02], [0.00, 0.00, -0.01], [0.00, 0.00, 0.01], [-0.01, 0.00, 0.00], [-0.02, -0.01, -0.01], [-0.02, 0.00, 0.02], [0.02, 0.02, 0.00], [0.08, -0.08, -0.55], [-0.18, 0.10, -0.23], [-0.07, 0.05, -0.01], [0.00, 0.01, 0.00], [-0.01, -0.01, 0.00], [-0.01, 0.00, 0.01], [0.00, 0.00, -0.01], [0.00, -0.01, 0.01], [0.04, 0.02, 0.02], [0.01, -0.01, 0.02], [-0.01, -0.01, 0.00], [0.02, 0.02, 0.01], [0.01, -0.02, 0.00], [-0.02, 0.01, -0.01], [-0.01, -0.08, 0.07], [0.02, 0.03, -0.02], [-0.01, 0.01, -0.01], [0.00, -0.02, 0.00], [0.01, -0.01, 0.01], [-0.01, -0.02, -0.04], [-0.01, 0.01, 0.00], [0.00, -0.01, 0.00], [0.00, 0.00, 0.00], [0.01, 0.00, 0.00], [-0.01, 0.01, 0.01], [0.01, 0.01, 0.00], [-0.01, 0.00, 0.00], [0.00, 0.00, 0.00], [0.00, -0.01, 0.00], [0.02, 0.00, 0.01], [-0.01, -0.01, -0.03], [0.01, 0.00, 0.00], [0.00, 0.00, 0.01], [-0.01, 0.00, 0.00], [0.01, 0.00, 0.00]]}